Here is 11 unconnected molecules or ions with the total composition C44H86N2O9 from the Open Molecules 2025 dataset. Energies are from ωB97M-V/def2-TZVPD.

```
141
Properties=species:S:1:pos:R:3:forces:R:3
C 0.462119 6.534792 -1.648778 0.3 1.2 -0.8
C 1.798346 6.200483 -1.034505 0.8 -0.6 -1.7
C 1.825353 4.666062 -1.101768 -0.5 -0.1 1.4
O 0.459382 4.244765 -1.352705 0.1 0.3 0.1
C -0.402608 5.396661 -1.224216 0.3 -0.6 -0.2
H 0.561262 6.569058 -2.739332 -0.2 -0.1 0.1
H 0.142766 7.523989 -1.313206 -0.3 -0.1 -0.1
H 1.883020 6.650910 -0.086887 0.0 0.0 1.6
H 2.650488 6.583429 -1.597246 -0.1 0.2 -0.2
H 2.158042 4.277597 -0.110279 -0.2 -0.1 -0.7
H 2.456227 4.260205 -1.893421 0.0 0.1 0.1
H -0.695313 5.529547 -0.186256 -0.3 -0.1 0.3
H -1.277675 5.245627 -1.862617 0.1 -0.1 0.2
C -1.786488 -3.663124 1.990624 1.3 -0.4 0.1
C -2.000494 -5.139252 1.797693 -0.2 -0.9 0.1
C -2.801723 -5.496599 3.052542 -0.6 -0.3 -1.2
O -3.686188 -4.392220 3.152926 -0.3 0.1 0.4
C -3.009016 -3.218555 2.718728 -0.3 0.6 0.6
H -1.589919 -3.245884 1.020409 0.1 0.8 -0.2
H -0.912581 -3.518055 2.657187 -0.2 0.0 -0.6
H -1.046538 -5.637378 1.677672 0.1 -0.4 0.1
H -2.624540 -5.353659 0.906911 0.3 0.2 0.4
H -2.208639 -5.658271 3.953149 0.2 0.2 0.1
H -3.458418 -6.350930 2.873360 0.3 -0.2 0.3
H -2.697753 -2.638632 3.593206 -0.3 0.2 0.0
H -3.678277 -2.628047 2.101834 -0.3 0.1 0.0
C 1.311142 0.600631 -4.330606 -0.9 0.6 0.3
C 1.915371 1.673976 -3.375303 -0.7 0.4 -0.9
C 2.774036 2.467413 -4.360085 0.5 -1.5 -0.1
O 3.344191 1.444525 -5.231160 -0.7 0.1 0.2
C 2.402886 0.350882 -5.332076 1.2 -0.7 -0.5
H 0.394554 0.959552 -4.894528 0.9 -0.1 0.9
H 1.034264 -0.281915 -3.763267 -0.1 -0.2 -0.1
H 2.514313 1.261564 -2.564353 0.1 -0.3 -0.1
H 1.127468 2.291269 -2.940183 0.0 0.1 0.1
H 3.616377 2.969544 -3.900214 0.1 0.2 0.0
H 2.195838 3.156518 -4.960462 -0.3 0.3 -0.1
H 2.945587 -0.604008 -5.172332 0.0 0.6 0.4
H 2.031505 0.223226 -6.354566 -0.1 0.5 0.0
C 2.618715 4.794080 3.128365 0.1 0.5 -0.5
C 2.352899 3.589082 3.992058 -0.2 0.7 1.1
C 1.245640 4.154083 4.899141 0.0 -0.4 -1.1
O 0.452223 5.041566 4.045190 0.9 -0.2 0.6
C 1.228326 5.380246 2.879121 0.2 0.0 0.1
H 3.160353 4.476074 2.255805 0.0 0.1 -0.8
H 3.239236 5.562564 3.584321 0.1 -0.2 0.5
H 3.257587 3.308894 4.528705 -0.1 -0.1 0.2
H 2.012198 2.726255 3.440348 -0.2 -0.2 -0.4
H 1.718398 4.652051 5.738308 -0.2 0.5 0.2
H 0.590836 3.370742 5.259371 -0.3 0.0 0.2
H 1.223474 6.487010 2.695291 -0.1 -1.0 0.3
H 0.790486 4.854158 2.032745 -0.3 0.2 -0.3
C -2.462784 2.605462 2.607690 1.6 -0.2 0.1
C -3.682144 1.815284 2.236146 -1.0 -0.1 0.3
C -3.265507 0.365759 2.296978 0.7 0.0 -0.2
O -2.295065 0.302815 3.356287 -0.1 0.7 -0.2
C -1.580589 1.579201 3.400388 -0.4 -0.7 0.1
H -2.729795 3.502880 3.152854 0.2 0.0 0.3
H -1.870410 2.933168 1.756307 -0.1 0.1 -0.3
H -4.154686 2.111930 1.289891 0.1 -0.1 0.3
H -4.378162 1.934922 3.071976 -0.3 0.2 -0.3
H -2.857988 0.024730 1.329218 0.1 0.0 0.2
H -4.082911 -0.281137 2.573452 -0.2 -0.3 0.0
H -0.592851 1.351850 2.972112 -0.2 0.6 -0.2
H -1.408345 1.838884 4.456991 -0.3 -0.1 -0.3
C 4.513250 -3.281230 -1.278591 -0.6 -0.4 -0.1
C 3.785082 -3.209542 0.052799 -0.7 -1.2 -0.2
C 3.500034 -1.723892 0.273843 0.2 -0.8 -0.3
O 4.258081 -1.031119 -0.748510 -1.3 0.4 0.5
C 5.132367 -1.929700 -1.370751 1.9 1.2 -0.9
H 3.794144 -3.436670 -2.091889 0.0 0.3 0.0
H 5.135587 -4.156897 -1.302262 0.8 -0.1 -0.1
H 4.357162 -3.694508 0.840458 0.2 0.4 0.2
H 2.900081 -3.852752 -0.055395 -0.1 0.6 0.4
H 3.846345 -1.474952 1.287143 -0.4 0.5 -0.3
H 2.433185 -1.541224 0.104679 0.4 0.4 0.3
H 6.102568 -1.778399 -0.858772 0.0 -0.8 -0.1
H 5.324817 -1.567599 -2.408614 -0.4 -0.3 0.6
C -0.182730 1.101290 -0.118479 0.4 -0.8 -0.3
C -0.401589 -0.398552 -0.343591 -0.9 0.2 -1.3
C 0.022129 -0.976606 0.965960 -0.7 -0.1 0.8
O 1.016538 -0.103301 1.522784 -0.2 0.3 -0.2
C 1.090725 1.054956 0.702143 -0.2 1.0 0.3
H -1.016253 1.516516 0.463770 0.2 0.1 -0.3
H -0.000638 1.632246 -1.045620 -0.2 0.2 0.1
H 0.238974 -0.795125 -1.152133 -0.1 0.3 0.2
H -1.458069 -0.629510 -0.638297 0.8 0.0 0.4
H 0.425569 -1.957911 0.834045 0.4 -0.7 0.1
H -0.840405 -1.035028 1.650447 0.3 0.1 0.0
H 1.979434 1.040267 0.074927 0.2 -0.3 -0.2
H 1.150542 1.986162 1.285980 0.2 -0.4 0.4
C -5.045008 -3.015763 -2.004219 1.3 -0.8 -0.4
C -3.903370 -2.887819 -0.962797 -0.7 -1.2 0.6
C -2.823018 -3.787629 -1.552856 0.0 -0.1 0.8
O -2.868875 -3.525993 -2.933583 0.4 0.5 -0.5
C -4.157395 -3.039787 -3.292301 -0.8 0.3 0.4
H -5.669944 -2.142358 -1.943192 -0.4 0.2 -0.2
H -5.638260 -3.939702 -1.927297 0.2 0.3 0.3
H -4.219839 -3.227735 0.049939 0.3 0.4 -0.6
H -3.582023 -1.851460 -0.954955 0.1 0.1 0.2
H -3.048123 -4.858009 -1.373111 -0.1 0.3 0.0
H -1.808798 -3.598721 -1.158146 -0.5 0.1 -0.3
H -4.452875 -3.670704 -4.115031 -0.7 -0.2 -0.2
H -4.182314 -2.008777 -3.650746 0.8 0.1 -0.2
C 0.791523 -4.506441 -3.198626 -0.2 -0.5 0.2
C 1.319513 -5.457243 -2.134163 -0.4 0.2 0.6
C 0.558798 -5.044498 -0.854178 -0.1 0.3 -1.6
O 0.369694 -3.613582 -1.033704 -0.1 -0.7 0.3
C 0.585931 -3.245746 -2.402497 1.1 0.6 0.1
H -0.187017 -4.773659 -3.578762 -0.2 -0.5 -0.1
H 1.487100 -4.479120 -4.035849 0.0 0.5 0.0
H 2.370908 -5.215834 -1.975009 0.1 -0.3 0.0
H 1.182829 -6.499817 -2.380792 0.1 -0.3 0.0
H 1.152296 -5.246847 0.018064 0.1 0.2 0.6
H -0.408112 -5.575624 -0.766677 0.2 0.4 -0.1
H 1.464405 -2.589982 -2.439975 0.1 0.0 0.1
H -0.236778 -2.668806 -2.776626 -0.7 0.3 0.0
C 2.625622 -0.239350 5.606868 -0.5 -0.8 0.6
C 1.408853 -0.055521 4.723297 -0.6 0.2 0.3
C 0.638003 -1.344074 4.529382 0.0 -1.1 0.5
C 1.428815 -2.253355 3.755022 0.3 -0.1 0.5
N 2.086544 -2.951569 3.144875 0.9 -1.0 -0.9
H 3.127023 0.697514 5.790075 0.3 0.2 0.1
H 3.291714 -0.954808 5.143245 0.5 0.1 -0.3
H 2.375135 -0.735353 6.562052 -0.1 0.5 -0.1
H 1.735494 0.207818 3.722016 -0.1 0.6 0.0
H 0.679884 0.665954 5.127602 0.5 0.1 -0.2
H -0.226356 -1.286754 3.906207 -1.1 0.9 -0.1
H 0.352480 -1.886713 5.452174 0.1 0.5 -0.2
C -3.110532 2.563106 -4.863977 0.5 0.3 -0.4
C -2.491824 3.222899 -3.614917 -2.6 -0.1 1.0
C -2.097947 2.198732 -2.578316 1.1 0.0 0.7
C -3.140853 1.348152 -1.999966 -0.2 -0.5 -0.1
N -3.881694 0.636299 -1.474010 0.3 0.5 -0.3
H -2.903150 3.216497 -5.707825 -0.1 0.0 -0.3
H -4.183973 2.396015 -4.849388 -0.1 0.2 0.4
H -2.698252 1.578119 -5.120887 0.3 0.2 0.3
H -3.256883 3.868830 -3.098851 0.6 -0.3 -0.8
H -1.650462 3.852346 -3.820608 0.6 0.2 -0.3
H -1.596400 2.640275 -1.693642 -0.3 0.1 -0.6
H -1.326946 1.591379 -3.054388 -0.1 -0.5 0.2
```
Positions in Å, forces in eV/Å.

Values from the calculation:
**Net charge**: 0
**Gap between HOMO and LUMO**: 9.5809 eV